(1)
{
  "formula": "C23H66F3O14S12",
  "method": "the ωB97M-V functional and the def2-TZVPD basis",
  "multiplicity": 1,
  "homo_lumo_gap_ev": 8.2534,
  "total_charge": -1,
  "homo_energy_ev": -6.46,
  "lumo_ev": 1.796,
  "symbols": ["C", "F", "F", "F", "S", "O", "O", "O", "C", "S", "O", "C", "H", "H", "H", "H", "H", "H", "C", "S", "O", "C", "H", "H", "H", "H", "H", "H", "C", "S", "O", "C", "H", "H", "H", "H", "H", "H", "C", "S", "O", "C", "H", "H", "H", "H", "H", "H", "C", "S", "O", "C", "H", "H", "H", "H", "H", "H", "C", "S", "O", "C", "H", "H", "H", "H", "H", "H", "C", "S", "O", "C", "H", "H", "H", "H", "H", "H", "C", "S", "O", "C", "H", "H", "H", "H", "H", "H", "C", "S", "O", "C", "H", "H", "H", "H", "H", "H", "C", "S", "O", "C", "H", "H", "H", "H", "H", "H", "C", "S", "O", "C", "H", "H", "H", "H", "H", "H"],
  "coordinates": [[-0.03, 1.54, 0.44], [-1.35, 1.69, 0.62], [0.31, 2.52, -0.39], [0.61, 1.72, 1.64], [0.52, -0.07, -0.21], [1.93, -0.11, -0.23], [-0.04, -0.90, 0.86], [0.00, -0.07, -1.54], [3.75, 0.33, 5.07], [4.30, 1.79, 4.19], [3.93, 2.83, 5.18], [2.96, 1.82, 2.96], [2.81, 0.43, 5.59], [4.65, -0.12, 5.62], [3.61, -0.39, 4.31], [2.03, 2.28, 3.33], [2.73, 0.86, 2.66], [3.25, 2.38, 2.09], [4.98, 3.36, -1.27], [3.40, 2.72, -0.67], [2.49, 3.90, -0.41], [3.07, 2.08, -2.32], [4.97, 4.11, -2.04], [5.64, 2.54, -1.50], [5.45, 3.91, -0.51], [3.85, 1.30, -2.64], [2.90, 3.05, -2.91], [2.11, 1.54, -2.35], [-0.76, -2.98, -1.74], [-1.53, -4.55, -2.20], [-0.41, -5.61, -2.46], [-2.29, -4.75, -0.64], [-0.16, -2.50, -2.51], [-0.02, -3.07, -0.96], [-1.51, -2.26, -1.33], [-1.38, -4.81, 0.00], [-2.62, -5.78, -0.53], [-2.97, -3.87, -0.37], [0.78, -3.98, 2.16], [2.03, -4.25, 0.89], [3.27, -4.58, 1.71], [1.61, -5.87, 0.27], [0.73, -4.67, 2.92], [-0.21, -3.83, 1.76], [0.83, -3.00, 2.64], [0.65, -5.89, -0.32], [1.47, -6.57, 1.05], [2.20, -6.25, -0.58], [-0.61, 1.41, -6.68], [-0.66, 0.23, -5.34], [0.07, -0.96, -5.96], [0.58, 0.93, -4.36], [-0.52, 2.41, -6.21], [-1.34, 1.48, -7.37], [0.41, 1.35, -7.08], [0.83, 0.21, -3.55], [0.27, 1.92, -4.05], [1.52, 1.01, -4.86], [-3.34, -2.45, -4.47], [-4.38, -1.61, -3.28], [-4.43, -2.36, -1.94], [-3.20, -0.28, -3.03], [-3.95, -3.23, -4.84], [-2.34, -2.71, -4.07], [-3.37, -1.77, -5.31], [-2.91, -0.01, -3.98], [-2.25, -0.53, -2.56], [-3.74, 0.53, -2.53], [-3.73, -0.53, 0.66], [-3.79, -0.82, 2.39], [-5.26, -1.20, 2.60], [-2.79, -2.31, 2.50], [-2.72, -0.68, 0.18], [-4.08, 0.49, 0.45], [-4.23, -1.39, 0.22], [-1.80, -2.07, 2.12], [-3.36, -3.07, 2.05], [-2.93, -2.60, 3.57], [5.02, -1.88, 0.82], [6.55, -0.96, 0.90], [7.19, -1.40, -0.35], [5.87, 0.70, 0.52], [4.50, -1.47, 1.70], [5.23, -2.93, 0.81], [4.40, -1.71, -0.07], [6.68, 1.40, 0.24], [5.40, 1.03, 1.43], [5.27, 0.66, -0.31], [-3.30, 3.47, 2.16], [-4.56, 4.41, 2.91], [-4.15, 5.80, 2.45], [-6.00, 3.92, 1.91], [-3.32, 2.50, 2.68], [-2.28, 3.90, 2.45], [-3.37, 3.38, 1.08], [-6.13, 2.84, 1.67], [-5.87, 4.25, 0.94], [-6.86, 4.27, 2.38], [-0.24, 4.33, -2.89], [-1.95, 3.99, -3.42], [-1.79, 2.78, -4.33], [-2.57, 3.18, -1.97], [-0.11, 5.15, -2.18], [0.27, 4.58, -3.80], [0.13, 3.50, -2.34], [-3.62, 2.96, -2.00], [-2.23, 3.58, -1.06], [-1.99, 2.20, -2.02], [-0.13, -0.24, 3.85], [-0.94, -0.12, 5.37], [-2.20, -0.96, 5.01], [0.08, -1.29, 6.08], [0.85, 0.08, 3.87], [-0.76, 0.42, 3.30], [-0.25, -1.19, 3.36], [0.98, -0.75, 5.91], [0.06, -2.15, 5.38], [-0.33, -1.63, 7.00]]
}


(2)
{
  "formula": "C6H9N2O2S",
  "method": "the ωB97M-V functional and the def2-TZVPD basis",
  "multiplicity": 1,
  "homo_lumo_gap_ev": 9.4954,
  "total_charge": 1,
  "homo_energy_ev": -14.49,
  "lumo_ev": -4.998,
  "symbols": ["C", "C", "C", "C", "C", "C", "N", "N", "O", "O", "S", "H", "H", "H", "H", "H", "H", "H", "H", "H"],
  "coordinates": [[-1.75, -0.39, -0.96], [-0.82, 0.34, -1.56], [0.35, -0.23, 0.72], [-3.10, -1.00, -1.35], [1.04, -0.50, 1.96], [1.70, 1.49, -0.36], [0.66, 0.65, -0.19], [-0.52, 0.83, -2.84], [-1.46, 0.64, -3.53], [0.54, 1.33, -3.15], [-1.24, -0.99, 0.64], [-3.51, -0.62, -2.28], [-2.98, -2.14, -1.39], [-3.62, -0.79, -0.51], [0.77, -1.43, 2.27], [2.22, -0.53, 1.97], [0.62, 0.29, 2.63], [1.68, 1.86, -1.43], [1.64, 2.40, 0.29], [2.69, 0.94, -0.30]]
}


(3)
{
  "formula": "ClHNO2P",
  "method": "the ωB97M-V functional and the def2-TZVPD basis",
  "multiplicity": 1,
  "homo_lumo_gap_ev": [10.1571, 10.1565],
  "total_charge": 0,
  "smiles": "O=[N+]([O-])PCl",
  "homo_energy_ev": [-11.08, -11.08],
  "lumo_ev": [-0.928, -0.928],
  "symbols": ["N", "O", "O", "P", "Cl", "H"],
  "coordinates": [[0.20, -0.75, 0.08], [-0.68, -1.09, -0.75], [1.09, -1.63, 0.64], [0.19, 1.01, 0.59], [-1.69, 1.36, 0.02], [0.89, 1.09, -0.58]]
}


(4)
{
  "formula": "C28H72ClN4O13",
  "method": "the ωB97M-V functional and the def2-TZVPD basis",
  "multiplicity": 1,
  "homo_lumo_gap_ev": 7.5136,
  "total_charge": -1,
  "homo_energy_ev": -5.34,
  "lumo_ev": 2.170,
  "symbols": ["Cl", "O", "O", "O", "O", "C", "C", "C", "O", "H", "H", "H", "H", "H", "H", "H", "H", "C", "C", "C", "O", "H", "H", "H", "H", "H", "H", "H", "H", "C", "O", "C", "C", "N", "C", "C", "O", "C", "H", "H", "H", "H", "H", "H", "H", "H", "H", "H", "H", "H", "H", "H", "H", "C", "O", "C", "C", "N", "C", "C", "O", "C", "H", "H", "H", "H", "H", "H", "H", "H", "H", "H", "H", "H", "H", "H", "H", "C", "O", "C", "C", "N", "C", "C", "O", "C", "H", "H", "H", "H", "H", "H", "H", "H", "H", "H", "H", "H", "H", "H", "H", "C", "C", "C", "O", "C", "N", "H", "H", "H", "H", "H", "H", "H", "H", "H", "H", "H"],
  "coordinates": [[0.57, -0.73, -0.16], [-0.71, -0.19, -0.14], [0.71, -1.03, 1.23], [0.74, -1.90, -0.95], [1.52, 0.26, -0.62], [8.13, 1.84, -4.96], [7.15, 2.88, -5.30], [6.19, 2.50, -6.47], [6.24, 3.05, -4.25], [8.74, 2.09, -4.09], [8.81, 1.70, -5.80], [7.70, 0.87, -4.74], [7.76, 3.78, -5.40], [5.61, 1.59, -6.34], [6.72, 2.23, -7.38], [5.52, 3.36, -6.58], [5.93, 2.19, -3.94], [-0.27, -3.86, -6.88], [1.05, -4.58, -6.61], [2.29, -3.64, -6.77], [1.19, -5.15, -5.34], [-0.12, -3.39, -7.85], [-0.43, -3.09, -6.13], [-1.08, -4.60, -6.87], [1.17, -5.47, -7.23], [2.07, -2.69, -6.28], [2.37, -3.53, -7.86], [3.12, -4.24, -6.41], [1.28, -4.49, -4.66], [-0.62, 5.79, -3.69], [-2.02, 5.70, -3.37], [-2.52, 4.50, -4.03], [-3.98, 4.40, -3.58], [-4.76, 5.62, -3.68], [-6.08, 5.40, -3.20], [-6.75, 6.72, -3.21], [-6.03, 7.46, -2.21], [-6.67, 8.69, -2.02], [-0.44, 5.29, -4.64], [-0.03, 5.26, -2.95], [-0.18, 6.78, -3.83], [-1.97, 3.60, -3.73], [-2.42, 4.63, -5.11], [-3.84, 3.88, -2.63], [-4.51, 3.70, -4.22], [-4.84, 5.95, -4.63], [-5.90, 4.91, -2.24], [-6.62, 4.74, -3.86], [-7.79, 6.43, -3.11], [-6.80, 7.20, -4.19], [-6.00, 9.54, -2.17], [-6.79, 8.73, -0.94], [-7.59, 8.98, -2.53], [-4.05, 1.36, 7.17], [-4.59, 0.37, 6.20], [-4.06, 0.63, 4.88], [-4.45, 1.98, 4.17], [-5.53, 1.95, 3.19], [-6.81, 1.64, 3.81], [-7.81, 1.49, 2.65], [-7.56, 0.26, 2.05], [-8.53, -0.01, 1.06], [-2.99, 1.28, 7.43], [-4.56, 1.31, 8.12], [-4.09, 2.37, 6.74], [-4.43, -0.15, 4.21], [-3.00, 0.37, 4.85], [-3.53, 2.30, 3.70], [-4.71, 2.71, 4.94], [-5.29, 1.13, 2.66], [-7.21, 2.42, 4.47], [-6.70, 0.65, 4.25], [-7.75, 2.30, 1.93], [-8.78, 1.45, 3.14], [-8.74, 0.65, 0.22], [-9.54, -0.14, 1.44], [-8.21, -1.01, 0.79], [7.51, -1.17, 2.41], [8.29, -0.47, 3.32], [9.73, -0.96, 3.36], [10.54, -0.12, 4.33], [9.89, 0.19, 5.59], [10.10, -0.93, 6.60], [9.18, -2.10, 6.35], [7.87, -1.71, 5.72], [7.16, -2.90, 5.37], [7.89, -0.87, 1.43], [6.50, -0.85, 2.68], [7.56, -2.24, 2.61], [10.22, -0.89, 2.38], [9.78, -2.00, 3.70], [10.79, 0.79, 3.79], [11.54, -0.55, 4.35], [10.57, 0.85, 5.93], [9.94, -0.58, 7.62], [11.17, -1.11, 6.69], [8.97, -2.65, 7.27], [9.60, -2.78, 5.60], [7.00, -3.67, 6.13], [7.66, -3.45, 4.58], [6.30, -2.59, 4.78], [-5.80, -6.25, 0.86], [-4.34, -5.78, 0.74], [-3.37, -6.98, 0.83], [-3.62, -7.75, 2.05], [-2.63, -8.70, 2.39], [-4.25, -5.01, -0.46], [-5.84, -6.95, 1.70], [-6.24, -6.87, 0.07], [-6.48, -5.45, 1.13], [-4.24, -5.01, 1.51], [-2.40, -6.48, 0.87], [-3.32, -7.50, -0.13], [-2.23, -9.17, 1.49], [-2.88, -9.35, 3.22], [-1.69, -8.17, 2.53], [-4.94, -4.27, -0.42], [-3.37, -4.52, -0.45]]
}


(5)
{
  "formula": "C3H13O5",
  "method": "the ωB97M-V functional and the def2-TZVPD basis",
  "multiplicity": 1,
  "homo_lumo_gap_ev": 8.8279,
  "total_charge": -1,
  "homo_energy_ev": -5.36,
  "lumo_ev": 3.466,
  "symbols": ["C", "C", "O", "C", "O", "H", "H", "H", "H", "H", "H", "H", "H", "H", "O", "H", "H", "O", "H", "H", "O"],
  "coordinates": [[-0.91, 1.66, 0.16], [0.57, 1.69, -0.31], [0.90, 3.08, -0.22], [-1.62, 0.33, 0.52], [-0.83, -0.45, 1.44], [-1.50, 2.31, -0.33], [-0.78, 2.10, 1.24], [1.11, 1.17, 0.38], [0.68, 1.36, -1.32], [-0.05, 3.43, -0.13], [-2.51, 0.55, 1.09], [-1.74, -0.15, -0.40], [1.96, -1.87, -0.41], [2.59, -0.75, -0.69], [2.84, -1.65, -0.83], [-0.35, -2.64, -0.46], [-0.65, -1.61, -1.66], [-1.05, -2.20, -1.19], [-0.32, -1.34, 1.12], [1.01, -2.62, 1.39], [0.66, -2.40, 0.62]]
}


(6)
{
  "formula": "C5H10O5",
  "method": "the ωB97M-V functional and the def2-TZVPD basis",
  "multiplicity": 1,
  "homo_lumo_gap_ev": 10.7179,
  "total_charge": 0,
  "smiles": "CO[C@@H](OCCO)C(=O)O",
  "homo_energy_ev": -10.16,
  "lumo_ev": 0.558,
  "symbols": ["C", "O", "C", "O", "C", "C", "O", "C", "O", "H", "H", "H", "H", "H", "H", "H", "H", "O", "H", "H"],
  "coordinates": [[1.68, -1.16, -1.62], [0.41, -0.94, -1.05], [0.39, -0.93, 0.35], [1.10, 0.12, 0.90], [0.46, 1.35, 1.22], [-0.61, 1.82, 0.25], [-1.85, 1.24, 0.64], [-1.09, -0.99, 0.79], [-1.40, -1.46, 1.86], [1.54, -1.25, -2.71], [2.36, -0.32, -1.41], [2.13, -2.10, -1.24], [0.87, -1.84, 0.73], [0.00, 1.23, 2.22], [1.26, 2.10, 1.26], [-0.68, 2.92, 0.32], [-0.35, 1.52, -0.77], [-2.17, -1.06, -0.35], [-2.39, 0.69, -0.21], [-1.67, -0.91, -1.17]]
}